Run one
Here is a molecular structure, C3H6N2O2S from the Open Molecules 2025 dataset. Energies are from wB97M-V/def2-TZVPD.

Geometry (Å):
N (-0.7433, 0.1994, -0.1016)
H (0.0198, 1.8875, -1.4406)
O (2.2791, -1.0195, 0.8347)
H (-2.4375, 0.2218, 1.3764)
O (2.1517, -0.2681, -1.1653)
H (-1.0384, 2.0911, 0.2585)
C (-0.2102, 1.5107, -0.2931)
C (1.4983, -0.6261, -0.1652)
N (-2.1763, 0.0647, -0.0278)
C (-0.0674, -0.8980, -0.0031)
S (-0.6602, -2.5625, -0.3543)
H (3.1145, -0.8706, 0.6755)
H (-2.5259, -1.2454, -0.3012)
H (0.7959, 1.5150, 0.7071)

The orbital gap comes out at 8.25 eV.

***

Run two
Here is a molecular structure, C3H6N2O2S from the Open Molecules 2025 dataset. Energies are from wB97M-V/def2-TZVPD.

Geometry (Å):
N (-0.3499, -1.6235, 0.5923)
H (-0.3263, 0.5576, -1.2747)
H (0.2287, -0.1805, 1.7982)
N (2.6520, 0.5325, -0.0012)
H (-1.4420, 0.0158, 1.0354)
H (0.4295, 1.4730, 0.0421)
O (3.7212, 0.5106, -0.5592)
H (1.7134, -0.3313, -1.8646)
C (-0.3443, -0.2444, 0.9156)
S (1.2906, -1.8992, 0.2064)
O (2.4588, 1.0280, 1.0906)
C (1.4731, -0.1860, -0.6262)
H (-0.7339, -1.7526, -0.3509)
C (0.1824, 0.5164, -0.3178)

The orbital gap comes out at 9.53 eV.

***

Winner for stability: run two